DFT (the ωB97M-V functional and the def2-TZVPD basis) results for C53H46N4O2P3Pt as an isolated structure at a distorted geometry.

Last column: Mulliken charge in e.
Geometry (Å):
Pt -0.14 -0.10 0.29  4.298
P -0.15 2.07 1.42  1.300
P 1.54 -2.16 0.44  0.219
P -1.22 -2.31 0.19  0.980
O -0.65 -0.47 2.26  -0.807
O 1.14 -1.44 3.19  -0.470
N -1.89 0.56 -0.77  -0.261
N 0.20 -3.17 0.42  0.464
N 0.99 0.47 -1.26  0.566
N -3.83 1.81 -1.59  0.326
C 1.37 2.01 5.73  -0.841
C -3.97 2.47 2.70  -0.790
C -2.86 -2.43 2.49  -0.307
C -2.39 -3.04 1.32  0.444
C -1.88 -2.53 -1.47  0.764
C 0.34 3.61 -0.82  -0.359
C -4.11 -4.42 2.99  -0.594
C 4.03 2.71 -5.00  -0.460
C -4.33 3.74 2.26  -0.711
C 1.60 0.99 -2.08  -0.543
C 4.02 -1.57 -2.73  -0.999
C 3.66 2.10 -2.70  0.099
C 2.10 -3.42 -1.95  -0.745
C 0.82 3.24 0.44  0.384
C -5.14 1.67 -0.95  -0.916
C -3.26 -2.65 -1.65  -0.919
C -3.78 -2.73 -2.93  -0.921
C 0.43 -0.46 3.06  -0.687
C 2.06 3.70 0.87  -0.905
C -3.73 2.55 -2.85  -0.982
C 2.42 1.58 -3.07  1.039
C 0.70 0.82 3.77  0.227
C -3.64 -5.03 1.84  -0.873
C -1.57 -2.54 -3.85  -1.181
C 4.05 -2.92 1.26  -0.954
C 0.69 3.23 3.77  -0.406
C -3.44 4.49 1.50  -0.818
C 2.33 -2.29 -1.18  1.123
C 1.08 4.47 -1.62  -0.657
C 2.30 4.96 -1.17  -0.744
C 0.48 2.02 3.10  0.190
C 3.13 -4.40 3.42  -1.180
C 2.83 -3.62 -3.12  -0.838
C 2.78 2.20 -5.36  -0.877
C -3.72 -3.13 3.32  -0.902
C 2.23 -3.68 2.66  -0.353
C -2.19 3.97 1.17  -0.740
C 2.68 -2.97 1.54  0.856
C 1.14 3.22 5.08  -0.780
C 1.16 0.81 5.08  -0.343
C 3.30 -1.37 -1.57  -0.763
C -2.73 1.95 2.38  -0.220
C -2.79 -4.34 0.99  -0.767
C -2.80 1.18 -1.12  -0.287
C 4.95 -3.61 2.05  -0.752
C 3.78 -2.70 -3.51  -0.864
C -2.94 -2.69 -4.03  -0.720
C 1.97 1.63 -4.40  -0.401
C -1.04 -2.43 -2.58  -0.473
C 4.48 -4.36 3.13  -0.580
C -1.83 2.70 1.63  0.854
C 4.47 2.66 -3.68  -1.140
C 2.79 4.57 0.06  -0.983
H -3.93 -2.69 -0.80  0.564
H -5.79 1.06 -1.57  0.326
H -4.85 -2.84 -3.07  0.505
H 1.35 -4.15 -1.65  0.496
H 4.66 3.14 -5.76  0.473
H 2.45 2.25 -6.38  0.474
H -5.29 4.16 2.52  0.460
H -3.71 5.48 1.17  0.513
H 2.87 5.64 -1.79  0.500
H 1.00 1.23 -4.66  0.631
H 4.42 -2.37 0.40  0.330
H 0.70 4.77 -2.59  0.513
H -3.94 -6.03 1.58  0.454
H -4.09 -2.67 4.23  0.491
H -3.73 3.62 -2.65  0.315
H -2.45 0.98 2.76  0.104
H -4.78 -4.97 3.65  0.444
H -4.59 2.30 -3.46  0.367
H 3.74 4.94 0.42  0.474
H 2.45 3.41 1.83  0.540
H 6.00 -3.58 1.82  0.462
H 0.50 4.18 3.27  0.595
H 3.99 2.06 -1.67  0.566
H -0.61 3.23 -1.18  0.290
H 5.18 -4.90 3.74  0.437
H 1.19 -3.67 2.94  0.430
H -3.35 -2.78 -5.03  0.452
H 5.43 3.06 -3.41  0.517
H 4.78 -0.85 -3.03  0.549
H -1.49 4.58 0.61  0.546
H 1.72 2.02 6.76  0.462
H -2.83 2.27 -3.38  0.345
H -2.45 -4.81 0.07  0.548
H 1.34 -0.13 5.58  0.573
H -5.58 2.67 -0.83  0.361
H 4.35 -2.86 -4.41  0.473
H 1.30 4.15 5.60  0.484
H 2.77 -4.97 4.27  0.465
H 2.65 -4.51 -3.71  0.521
H 3.51 -0.50 -0.95  0.999
H -2.54 -1.44 2.75  0.289
H 0.21 -4.00 1.01  0.559
H -0.91 -2.49 -4.71  0.536
H -4.66 1.90 3.30  0.520
H -5.03 1.22 0.03  0.299
H 0.02 -2.28 -2.46  0.425

Results
**Energy**: -96853.099 eV
**E_HOMO (spin up / spin down)**: -15.63 / -15.63 eV
**Energy above the lowest of the compared OMol25 structures with the same formula, charge and spin**: 205.00 kJ/mol
**LUMO level (spin up / spin down)**: -9.6 / -9.6 eV
**Total charge**: +3

---

DFT (the ωB97M-V functional and the def2-TZVPD basis) results for C53H48BrN7O2RbTe as an isolated structure.

Last column: Mulliken spin population.
Geometry (Å):
Te -0.99 -1.90 -0.45  0.005
Rb 1.20 0.14 1.68  0.000
Br 4.56 -4.92 -4.30  0.000
O 2.03 -1.44 -0.10  0.006
O -0.16 -3.16 1.79  0.000
N 1.73 1.61 4.19  0.352
N 2.73 2.50 0.45  0.012
N 2.95 0.71 -1.56  -0.001
N -0.65 2.03 2.86  0.035
N -1.89 -1.74 1.30  0.000
N 2.83 1.47 4.92  0.165
N 3.72 0.26 3.08  0.081
C 3.04 4.83 -2.41  0.000
C 2.46 3.32 1.43  0.014
C 5.99 -0.27 4.60  -0.001
C -1.28 -2.07 3.62  0.010
C -4.62 2.40 -3.52  0.000
C 2.85 4.37 -1.08  -0.002
C 3.65 -0.19 -2.15  0.000
C -2.25 -0.48 -1.39  -0.001
C -2.54 -5.65 -3.26  0.000
C -1.36 -3.56 -2.91  0.000
C -2.88 1.53 2.02  0.011
C 0.34 4.47 6.14  -0.088
C -4.37 0.23 -2.27  0.000
C 4.94 0.42 5.14  0.042
C 3.79 0.71 4.35  0.024
C 2.33 -3.58 -1.05  0.000
C 2.57 5.24 0.00  0.004
C 3.10 2.06 -1.88  -0.001
C -1.72 3.46 1.19  0.004
C -1.74 2.36 2.08  -0.013
C 0.88 2.61 4.65  -0.162
C -1.07 -2.37 2.15  -0.005
C 3.44 -1.62 -1.99  0.000
C -4.35 -1.87 -0.94  0.000
C -2.42 -4.67 -1.02  0.000
C -0.84 4.69 5.44  0.120
C -2.44 1.60 -2.57  0.000
C 5.92 -0.70 3.26  0.107
C -3.89 2.89 0.30  0.001
C 2.90 -4.36 -2.02  0.000
C -3.79 1.38 -2.79  0.000
C 1.18 3.43 5.74  0.187
C -3.92 1.79 1.14  -0.001
C 2.90 2.99 -0.80  0.004
C -0.35 2.83 3.90  0.107
C -1.17 3.89 4.35  -0.011
C 2.36 4.73 1.25  -0.011
C 4.03 -2.45 -2.95  0.000
C 2.57 -2.16 -0.97  0.000
C -0.21 1.06 -1.63  -0.001
C -2.77 3.73 0.33  0.005
C -2.99 -6.76 -4.17  0.000
C -1.65 0.69 -1.86  0.000
C -1.72 -3.59 -1.55  0.001
C -0.51 -2.47 -3.50  0.000
C -1.80 -4.58 -3.74  0.000
C 3.77 -3.80 -2.97  0.000
C -2.83 -5.67 -1.90  0.000
C -3.63 -0.70 -1.55  0.000
C 4.76 -0.40 2.58  -0.042
C 3.25 3.93 -3.42  0.000
C -2.81 -4.83 0.42  0.000
C 3.26 2.54 -3.16  0.000
H -1.52 5.48 5.73  0.017
H 4.45 0.09 -2.85  0.000
H 2.12 5.34 2.10  0.000
H -1.49 -1.01 3.77  -0.002
H -3.83 -4.45 0.58  0.000
H -3.91 -2.17 0.00  0.000
H 0.43 -2.36 -2.95  0.000
H -0.16 2.03 -1.13  0.000
H -2.12 -2.66 3.99  0.000
H 3.00 5.89 -2.61  0.000
H -2.80 -5.89 0.67  0.000
H 0.34 1.14 -2.57  0.000
H 2.50 6.31 -0.18  0.001
H -5.39 -1.59 -0.75  0.000
H 0.33 0.35 -1.01  0.000
H 0.61 5.09 6.99  -0.003
H -4.01 3.20 -3.92  0.000
H -4.77 1.11 1.12  0.000
H -1.52 -4.55 -4.79  0.000
H 2.69 -5.43 -2.05  0.000
H 4.95 0.78 6.16  0.004
H 2.11 3.24 6.25  0.022
H -0.25 -2.72 -4.53  0.000
H -5.44 0.08 -2.38  0.000
H 2.31 2.88 2.41  0.002
H -2.15 -4.32 1.10  0.000
H -3.39 -6.51 -1.49  0.000
H -2.90 0.66 2.65  0.000
H -4.70 3.09 -0.39  0.000
H -4.35 -2.73 -1.62  0.000
H 3.38 4.27 -4.44  0.000
H 4.68 -2.01 -3.70  0.000
H 6.73 -1.24 2.78  0.008
H -5.35 2.85 -2.84  0.000
H 3.35 1.84 -3.98  0.000
H -2.13 -7.34 -4.52  0.000
H 1.68 -4.01 -0.30  0.000
H -2.71 4.58 -0.33  0.001
H -1.02 -1.50 -3.50  0.000
H 4.65 -0.70 1.54  0.004
H -1.98 2.51 -2.92  0.000
H -2.10 4.08 3.83  -0.009
H -0.85 4.10 1.21  -0.003
H -3.50 -6.37 -5.05  0.000
H 6.86 -0.49 5.21  0.000
H -0.38 -2.35 4.17  -0.002
H -3.67 -7.44 -3.65  0.000
H -5.18 1.95 -4.34  0.000

Results
**Energy**: -148257.773 eV
**Multiplicity**: 2
**E_HOMO (spin up / spin down)**: 0.10 / -0.86 eV
**Energy above the lowest of the compared OMol25 structures with the same formula, charge and spin**: 0.00 kJ/mol
**LUMO level (spin up / spin down)**: 3.4 / 3.4 eV
**Total charge**: -2

---

- Which of these has the highest total charge?
  C53H46N4O2P3Pt

---

- Which of these has the lowest energy?
  C53H48BrN7O2RbTe